# 1
{"formula": "C24H46Cl2N3O4SiV", "method": "ωB97M-V/def2-TZVPD", "elements": ["H", "C", "H", "O", "H", "H", "C", "H", "H", "H", "C", "H", "C", "H", "H", "C", "C", "C", "H", "H", "H", "Cl", "N", "C", "H", "C", "H", "H", "C", "H", "C", "H", "O", "H", "H", "H", "H", "H", "C", "O", "H", "V", "Si", "H", "H", "H", "C", "H", "H", "C", "C", "H", "H", "H", "C", "C", "H", "H", "H", "N", "H", "C", "H", "C", "H", "Cl", "H", "H", "H", "H", "C", "C", "H", "O", "C", "H", "C", "C", "N", "H", "H"], "coordinates": [[-0.8485, -2.8861, -6.7265], [-1.1168, -2.6421, -1.7644], [-2.9846, -4.9804, -0.1736], [-0.2485, 1.2028, 2.1050], [-0.9187, 4.5751, 4.5626], [0.2013, 5.2008, 3.3230], [-1.1428, -3.6266, 3.0128], [-1.9862, -1.5884, 1.6262], [1.5732, 1.8494, 3.3090], [1.6670, 5.1306, -1.5240], [3.2127, -2.0186, -2.9273], [-2.3336, -0.9860, -2.5098], [0.1502, -3.1733, -1.5418], [1.9469, 3.6023, 3.4616], [1.2450, 2.7229, 4.8429], [-0.0094, -2.5827, -6.0787], [-0.8272, -5.0589, -0.3982], [-1.2944, -1.3669, -2.6131], [-1.1438, 5.9175, -0.6639], [-1.3813, 0.6105, -4.3227], [-2.5276, 4.8412, -0.9906], [-0.8174, 1.9414, -1.9879], [-0.3377, -2.6853, 2.2547], [-0.7765, 2.2774, 2.5401], [0.7876, -3.3302, -6.2210], [-2.2380, -3.2754, -1.2360], [-2.5985, 0.0994, -0.5943], [3.4711, -2.7561, -2.1585], [0.2990, -4.3984, -0.8940], [-3.2094, -2.8006, -1.4157], [-1.0803, -1.4825, -4.1150], [-2.5665, 0.4712, 1.1537], [-0.2408, -1.0546, 0.6791], [1.3105, -3.5927, 1.3037], [1.0132, -2.6260, -1.9387], [1.4360, 0.1412, -3.7581], [4.1212, -1.6913, -3.4517], [2.2979, 1.1873, -2.5803], [-2.0905, -4.4831, -0.5534], [1.8648, 0.2204, -0.4263], [-1.5295, 5.7067, -3.7948], [-0.1539, 0.9770, 0.1525], [-0.4962, 4.1198, -2.2119], [-2.1578, -3.2283, 3.0915], [-0.6405, 4.4458, -4.6548], [1.4067, 5.2180, -3.2595], [-1.3210, 4.6326, -3.8163], [-2.7768, 1.8135, -0.0196], [-1.1445, -0.2337, -5.8778], [1.2979, 4.5740, -2.3827], [-0.3891, -2.5095, -4.6401], [0.3653, -1.6099, -6.4225], [1.3793, -3.4537, 3.0880], [-1.1825, -4.6143, 2.5277], [-0.5848, 4.4643, 3.5246], [-1.5889, -0.3070, -4.8832], [1.9184, 3.6859, -2.5299], [-1.4339, 4.6299, 2.8540], [-0.7196, -6.0306, 0.0959], [-0.0847, 3.1268, 3.2920], [2.5961, -1.7210, -0.4280], [1.2610, 2.8000, 3.7511], [-1.2364, 4.3322, 0.1513], [2.3617, 0.2766, -3.1834], [-2.2564, 4.1033, -3.9802], [1.1209, 3.0200, 0.2151], [3.2098, 0.3238, -3.8764], [2.5517, -2.4861, -3.6732], [-2.6767, -0.3650, -5.0136], [1.6401, -2.0018, 2.0576], [-1.4433, 4.8664, -0.7891], [1.0907, -2.9427, 2.1628], [-0.7121, -3.7607, 4.0132], [-0.3643, -0.4609, -2.2951], [-0.8989, -1.7239, 1.5018], [-0.0868, -3.3584, -4.0141], [-2.2939, 0.8429, 0.1578], [2.3161, -0.7988, -0.9846], [2.5636, -0.8731, -2.3120], [1.3018, -4.8275, -0.8150], [-1.8186, 2.5301, 2.2917]], "mulliken_spin": [0.000, 0.000, 0.000, 0.013, 0.000, 0.001, 0.000, -0.002, -0.001, 0.000, 0.000, 0.002, 0.002, -0.001, 0.000, 0.000, 0.000, -0.001, 0.000, 0.000, 0.000, 0.013, 0.000, 0.019, 0.000, 0.000, 0.032, 0.000, 0.004, 0.000, -0.001, 0.006, 0.007, 0.000, -0.002, 0.001, 0.000, 0.002, 0.000, -0.007, 0.000, 2.046, 0.005, 0.000, 0.000, 0.000, -0.001, 0.006, 0.000, 0.002, 0.002, 0.000, 0.000, 0.000, -0.003, 0.001, -0.001, 0.000, 0.000, 0.009, 0.002, 0.002, 0.005, -0.002, 0.000, 0.000, 0.000, 0.000, 0.000, 0.000, 0.002, -0.001, 0.000, -0.019, 0.009, 0.000, -0.152, 0.000, 0.002, 0.000, -0.008], "gap_ev": [6.7, 6.7], "lumo_ev": [0.32, 0.32], "spin_multiplicity": 3}

# 2
{"formula": "C29H38N4O", "method": "ωB97M-V/def2-TZVPD", "elements": ["H", "C", "H", "C", "N", "H", "C", "H", "C", "H", "H", "H", "H", "C", "H", "H", "C", "H", "C", "H", "C", "H", "C", "C", "C", "C", "H", "H", "C", "H", "C", "C", "N", "H", "C", "C", "C", "C", "C", "H", "N", "H", "H", "H", "H", "H", "H", "C", "H", "C", "C", "C", "H", "H", "H", "H", "C", "C", "H", "N", "H", "H", "H", "C", "C", "H", "H", "O", "C", "H", "H", "H"], "coordinates": [[-2.9373, -5.9202, 4.0047], [-3.3903, -5.6791, 3.0452], [-6.0632, -4.3387, 2.7726], [0.2782, -1.6323, 2.4208], [-3.1960, -4.2652, 2.7411], [-1.4579, -1.7805, -3.0504], [-5.5945, -3.3900, 2.5860], [5.8272, -3.9904, 2.2018], [-1.9747, -3.6609, 2.6344], [5.1216, 5.5013, -4.1893], [3.1676, -0.7661, 3.9718], [4.6397, -3.6101, 0.9357], [-6.3197, -0.1396, 2.0297], [-1.1081, -1.3173, 2.4557], [-1.0416, -4.1552, 2.8282], [-2.3548, -0.6631, -4.0785], [2.9961, -2.3917, 2.5956], [-1.1200, 1.2265, -3.3048], [4.7694, -3.8269, 1.9962], [4.0560, 7.6247, -2.2291], [0.7843, -2.7369, 1.6961], [-1.3864, -0.3144, 2.7416], [-4.3423, -0.9092, 2.1646], [-2.1389, -2.2901, 2.4037], [1.1979, -0.8881, 3.1901], [-2.9762, -0.6486, -1.9672], [-0.9252, 2.1320, 0.2219], [-4.4463, -5.9307, 3.0866], [-1.9204, -0.7853, -3.0764], [0.8327, -0.0466, 3.7509], [-5.7136, -1.0188, 2.1755], [-0.7980, 2.0053, -0.8570], [-2.3401, 0.0548, -0.8299], [-2.9165, -6.2898, 2.2803], [0.8340, 3.0352, -2.5229], [-4.2015, -3.3008, 2.5665], [-6.3384, -2.2543, 2.3810], [4.5287, 5.7982, -3.3127], [-0.9868, 0.5426, -1.2404], [2.5029, 5.5631, -2.5941], [0.5167, 2.5287, -1.2514], [1.7544, 1.9067, 0.4545], [-3.8169, -0.0366, -2.3136], [2.4592, -3.9368, 1.2019], [-0.2230, -0.0637, -0.7266], [5.0087, 5.2949, -2.4628], [2.6149, 5.7818, -4.3156], [2.5025, -1.2812, 3.3013], [0.1353, 0.0169, -3.0700], [2.7523, 2.6862, -1.3342], [4.5984, 7.3077, -3.1228], [-0.8799, 0.3025, -2.7652], [4.2123, -4.7247, 2.2662], [4.0117, 3.2941, -3.6546], [-1.5685, 2.6118, -1.3369], [3.7982, 2.6618, -1.0909], [1.7076, 2.3101, -0.5406], [2.1026, -3.0951, 1.7696], [-3.3888, -1.6162, -1.6547], [2.2348, 3.1093, -2.5677], [-3.8602, 0.0411, 2.0110], [-2.2763, -0.5251, 0.0113], [0.1103, -3.2893, 1.0646], [3.0977, 5.2745, -3.4699], [-3.5673, -2.0612, 2.3550], [-7.4151, -2.3142, 2.3783], [0.1469, 3.2938, -3.3058], [4.3372, -2.7298, 2.7653], [3.0137, 3.7441, -3.6401], [4.1534, 7.8380, -3.9675], [2.5493, 3.4716, -4.5925], [5.6301, 7.6551, -3.0214]], "mulliken_charge": [0.355, -0.894, 0.328, 0.652, 0.164, 0.289, -0.812, 0.246, -0.942, 0.334, 0.499, 0.353, 0.439, -0.513, 0.758, 0.365, 0.847, 0.204, -0.812, 0.341, -1.020, 0.489, -0.218, 1.084, -0.507, -0.489, 0.286, 0.316, -0.711, 0.513, -0.918, -1.462, -0.335, 0.342, -0.113, -0.122, -0.760, -0.351, 1.022, 0.322, 0.352, 0.527, 0.319, 0.454, -0.002, 0.294, 0.409, -0.844, 0.350, -0.454, -1.346, -0.583, 0.348, 0.492, 0.335, 0.466, -0.408, -0.665, 0.282, 0.177, 0.422, 0.062, 0.827, -0.464, 0.584, 0.431, 0.415, -0.415, -0.978, 0.345, 0.337, 0.364], "total_charge": 2, "gap_ev": 6.5, "lumo_ev": -6.96}

# 3
{"formula": "C3H5ClFN", "method": "ωB97M-V/def2-TZVPD", "elements": ["H", "N", "C", "H", "F", "H", "Cl", "H", "C", "H", "C"], "coordinates": [[-0.3283, 0.9784, 1.4209], [1.2257, 1.1371, -0.0875], [0.0819, 0.4741, 0.5204], [-0.7424, -0.2528, -1.5350], [1.0376, -1.6091, -0.2133], [0.8940, 1.8224, -0.8315], [-2.6197, -0.1681, -0.0422], [-0.4501, -1.6217, 1.2159], [-0.9178, -0.1798, -0.4279], [1.8654, 0.4260, -0.4297], [-0.0463, -1.0065, 0.4101]], "mulliken_charge": [0.321, -0.630, -0.218, 0.330, -0.310, 0.258, -0.202, 0.330, -0.120, 0.276, -0.037], "gap_ev": 10.5, "lumo_ev": 1.07}

# 4
{"formula": "C22H13IN6ReS2", "method": "ωB97M-V/def2-TZVPD", "elements": ["C", "C", "C", "H", "C", "C", "H", "C", "Re", "C", "N", "C", "H", "N", "C", "S", "C", "H", "S", "C", "H", "H", "N", "C", "C", "C", "H", "H", "C", "C", "H", "C", "H", "C", "I", "H", "N", "C", "C", "N", "N", "C", "H", "H", "C"], "coordinates": [[-0.3364, -2.4358, -4.5008], [-2.3789, 1.3575, -0.5956], [1.5794, -1.3726, 1.3420], [-0.7051, 0.6460, -2.2551], [2.5183, -3.5912, 0.7622], [-1.5821, 3.8688, -1.2728], [-1.5489, 0.7166, -4.5480], [0.1276, -2.4816, -3.1993], [0.2837, 0.1041, 0.5921], [3.1738, -3.6468, 1.9666], [1.8332, 1.5762, 4.0415], [2.2688, -1.4643, 2.5513], [0.3199, 3.1887, -0.5381], [-4.5761, 5.1558, -2.5575], [-3.8347, 4.4222, -2.0792], [-0.9851, -0.2990, 2.3903], [-0.1890, 1.2889, 2.4524], [-4.3339, 1.8975, -1.2749], [-2.6638, 2.4944, 2.2901], [3.0413, -2.5743, 2.8543], [2.5916, -4.3815, 0.0266], [0.6082, -3.3723, -2.8278], [-1.0975, 1.7002, -0.4066], [0.9314, 1.4394, 3.3406], [-0.3489, 3.7478, 2.3859], [1.7340, -2.4639, 0.4724], [-1.2314, 4.8617, -1.5132], [3.5574, -2.6071, 3.8060], [-1.0921, -0.1912, -4.1755], [-0.0335, -1.3764, -2.3624], [-1.3125, -1.2671, -6.0186], [-3.3117, 2.2176, -1.1365], [3.7898, -4.4969, 2.2248], [-0.7155, 2.9388, -0.7291], [2.4763, 1.3720, -0.1057], [2.2177, -0.6648, 3.2746], [0.4425, -1.3921, -0.9994], [-1.0409, 2.4823, 2.3877], [-2.9020, 3.4982, -1.4914], [0.1963, 4.7595, 2.3856], [1.1325, -2.4205, -0.7533], [-0.9547, -1.2948, -4.9983], [-2.6572, 0.3534, -0.3029], [-0.2084, -3.3027, -5.1355], [-0.6315, -0.2336, -2.8668]], "mulliken_spin": [0.004, 0.007, -0.025, -0.005, 0.012, -0.001, 0.000, -0.005, 0.871, 0.001, -0.001, 0.061, 0.004, 0.000, -0.001, -0.002, 0.002, 0.000, -0.016, 0.009, -0.001, 0.000, 0.002, -0.005, -0.002, -0.065, 0.000, 0.000, 0.004, 0.005, 0.000, 0.008, 0.000, -0.009, 0.076, 0.005, -0.045, 0.020, 0.001, 0.002, 0.104, -0.007, -0.006, 0.000, -0.003], "gap_ev": [6.5, 6.3], "lumo_ev": [-2.18, -2.28], "spin_multiplicity": 2}

# 5
{"formula": "C24H29N3O3", "method": "ωB97M-V/def2-TZVPD", "elements": ["H", "C", "H", "H", "N", "H", "H", "H", "H", "C", "C", "O", "C", "H", "O", "H", "C", "H", "H", "H", "C", "C", "C", "C", "C", "C", "H", "C", "H", "H", "H", "H", "C", "H", "H", "C", "C", "O", "H", "H", "C", "C", "N", "H", "C", "C", "H", "H", "C", "C", "H", "H", "C", "C", "H", "H", "N", "H", "C"], "coordinates": [[2.1938, 0.5249, -3.1989], [1.5751, -0.3822, 2.3965], [-1.1553, -0.9818, -3.9983], [-2.3162, -4.8166, 3.8423], [0.0946, 0.2591, -2.9246], [-1.1743, 0.6822, -1.2734], [1.0529, -3.1189, 1.8116], [-2.4023, 0.7130, -3.5158], [5.1156, 2.5087, 2.0617], [0.8132, -1.3061, -4.7957], [-1.8700, 1.6636, -3.4562], [-3.5045, -2.6502, 4.3240], [-0.4291, -1.7478, 2.5179], [1.4466, 1.3643, -1.8315], [-0.7936, 3.5219, -0.0111], [0.8024, -0.5042, -5.5304], [-0.1279, -0.9976, -3.6260], [-2.0156, -0.5814, 3.3367], [2.0785, -1.6146, -1.9988], [-0.1607, -5.0990, 2.6604], [3.3653, 3.2062, 1.0313], [0.0747, 1.4312, 0.7655], [3.4882, 1.1392, 2.2341], [1.4276, 1.7742, 1.1175], [-2.1553, 2.3168, -2.1051], [0.1106, -3.0077, 2.3217], [0.1761, 2.3030, -3.3370], [-4.0837, -1.3957, 4.5925], [-0.0601, -1.8044, -2.8916], [1.4939, 3.6636, 0.1102], [-1.8141, 3.3571, -2.0907], [-3.4275, -0.7735, 5.2091], [-2.3193, -2.6937, 3.6610], [-0.1771, 1.3120, -4.7534], [-1.4633, -0.0175, 1.0177], [-0.3714, 1.4215, -3.6774], [-1.6381, -1.5808, 3.1849], [2.1663, -1.1858, 3.0917], [1.0547, -0.9060, -0.7458], [-3.2349, 2.3146, -1.9116], [-0.4480, 0.2774, 1.2434], [1.4435, 0.4279, -2.3977], [-1.4672, 1.6225, -1.0378], [2.7380, -0.4040, -0.9023], [1.8510, -0.7007, -1.4567], [2.0569, 2.9507, 0.6914], [3.8362, 4.1196, 0.6982], [1.8348, -1.4462, -4.4526], [4.0889, 2.2985, 1.8023], [2.1595, 0.8620, 1.8998], [0.4886, -2.2206, -5.2853], [4.0182, 0.4176, 2.8375], [-1.7756, -3.9650, 3.4619], [-0.5736, -4.1124, 2.8040], [-2.2530, 2.3121, -4.2451], [-4.3326, -0.8607, 3.6701], [0.2447, -0.5944, 2.0299], [-4.9994, -1.6065, 5.1424], [-0.7468, 2.3106, -0.1185]], "mulliken_charge": [0.519, 0.534, 0.397, 0.449, 0.432, 0.398, 0.476, 0.294, 0.414, -1.196, -0.706, -0.465, -0.736, 0.485, -0.703, 0.262, -0.819, 0.648, 0.446, 0.371, -0.654, 0.449, -0.638, 0.798, -0.882, -0.549, 0.476, -0.790, 0.402, 0.505, 0.425, 0.323, 0.523, 0.434, 0.897, -0.881, 0.253, -0.684, 0.312, 0.311, -0.514, -0.669, -0.019, 0.407, -1.626, -0.806, 0.432, 0.266, -0.631, -0.059, 0.442, 0.491, -0.561, -0.874, 0.414, 0.324, 0.442, 0.239, -0.225], "gap_ev": 8.7, "lumo_ev": 0.54}

What did the third record say?
{"formula": "C3H5ClFN", "method": "ωB97M-V/def2-TZVPD", "elements": ["H", "N", "C", "H", "F", "H", "Cl", "H", "C", "H", "C"], "coordinates": [[-0.3283, 0.9784, 1.4209], [1.2257, 1.1371, -0.0875], [0.0819, 0.4741, 0.5204], [-0.7424, -0.2528, -1.5350], [1.0376, -1.6091, -0.2133], [0.8940, 1.8224, -0.8315], [-2.6197, -0.1681, -0.0422], [-0.4501, -1.6217, 1.2159], [-0.9178, -0.1798, -0.4279], [1.8654, 0.4260, -0.4297], [-0.0463, -1.0065, 0.4101]], "mulliken_charge": [0.321, -0.630, -0.218, 0.330, -0.310, 0.258, -0.202, 0.330, -0.120, 0.276, -0.037], "gap_ev": 10.5, "lumo_ev": 1.07}